Here is a molecular structure, C5H7NO2S at a distorted geometry from the OMol25 dataset. Energies are from wB97M-V/def2-TZVPD.

Atoms and positions in Å:
C 0.6035 -0.0914 0.7530
H 0.3645 0.1032 1.7776
H -3.4058 -0.1955 -1.6055
H 1.6706 1.9524 0.9412
N 1.7143 -0.8395 0.6350
H 1.9307 -1.8546 0.9755
H -4.0578 0.4712 -0.0365
C -2.0292 0.2466 -0.0403
C -3.3921 -0.3794 -0.3853
S -0.7099 -0.8414 -0.1512
C 1.3354 1.1439 -0.0074
H 0.6768 1.7044 -0.9160
O -1.8740 1.4515 0.2917
C 2.3178 0.1088 -0.2843
H -3.6109 -1.3776 0.1830
O 3.4712 0.0941 -0.7365

Energy above the lowest of the compared OMol25 structures with the same formula, charge and spin, kcal per mole: 62.12
M, g/mol: 145.2
Largest force on an atom, eV/Å: 6.618
E_HOMO, eV: -9.8
Gap between HOMO and LUMO, eV: 10.23

Here are the Löwdin charges for atoms 1 to 8, given in e: C -0.69; H 0.11; H 0.15; H 0.21; N 0.01; H 0.21; H 0.08; C -0.80

***

Here is 12 unconnected molecules or ions with the total composition C48H72O24 at a distorted geometry from the OMol25 dataset. Energies are from wB97M-V/def2-TZVPD.

Atoms and positions in Å:
H 1.2064 6.6769 0.2364
H -6.3362 3.1418 -1.6220
H 5.7875 1.0021 -1.9816
O 6.6130 7.4893 -3.4038
H 2.8860 4.2841 6.6493
H 5.5490 -0.9639 4.4661
H 6.6553 -2.9442 4.4983
H 5.0144 5.0199 -2.1221
O -4.6085 2.4176 -7.1735
C 5.7448 7.0429 -2.3615
C -2.1385 4.8074 -6.5321
H 4.6857 7.1472 -2.5972
H 8.7738 -2.5968 6.3011
O -0.1499 0.3478 -1.3237
C 0.5947 0.5681 -0.2492
H -5.5170 2.6163 -3.0131
C -3.5534 2.9415 -6.9526
H -0.6609 5.6359 1.1863
H -3.8519 -10.0944 0.6079
H 3.7152 4.5123 2.8668
H -6.1497 -1.9076 -1.2026
H 2.5169 -9.3125 -0.1794
H -6.5098 -8.6767 -0.1462
H 6.8859 -0.1244 -4.2880
C -1.6707 3.5557 -5.8427
H 0.4150 6.2243 -1.9557
C -3.8914 -7.6536 -0.8919
C 7.8042 -2.1301 6.1270
C -8.7592 -2.6238 0.4271
H 7.8977 -0.1156 -2.7830
C -6.9940 4.2123 -3.4023
C 2.1168 3.1553 5.1177
C 6.9553 -0.4170 -3.2403
H -0.3162 -3.3256 5.7220
C -6.4740 3.0318 -2.6977
H 3.7090 5.9934 5.2724
H 1.4620 -1.3368 0.0128
H 0.8755 -0.7195 1.6122
O -9.5871 1.8265 -3.7527
H -9.5343 -1.9484 0.0649
C 6.9524 5.2417 -3.2188
O 7.0286 0.0843 5.5319
C 3.7705 4.2727 3.9287
H -9.1188 -3.5937 0.7707
H -5.6218 -7.8219 -2.1995
H -4.5191 -9.1623 -2.1900
H -1.4306 -1.0158 0.9169
H -6.2205 4.4957 -4.1161
O 1.3392 2.2194 5.3709
H 1.6959 -6.7058 -0.8064
H -8.0947 3.9853 -5.1581
H -0.7210 3.1382 -6.1771
H -2.1637 -3.1820 7.1723
C -0.6647 -1.3153 0.2014
C 5.9289 5.6081 -2.1992
H -1.8563 -0.7600 -1.5905
H 7.0549 -2.6435 6.7295
H -1.3570 7.3425 1.4619
H 7.9470 -2.3983 -3.1130
O 5.7009 -0.9682 -1.4606
H -1.6374 3.7011 -4.7630
C -4.9718 -8.4064 -1.5483
C -5.5965 -9.1875 -0.4512
C -2.2363 -2.4944 6.3297
H 3.3458 -7.1588 -0.6613
C 5.7083 0.0221 -2.4523
H -4.9565 -8.9344 1.5490
O 3.0683 3.0345 4.0998
H 8.1539 -2.1946 4.0444
C 0.2901 7.1639 -0.0974
H -0.8493 -2.0104 4.8299
H 1.0334 -8.7066 0.6611
C 6.6156 -0.7395 4.4533
H 7.7585 4.6930 -2.7318
C 6.9571 -1.9454 -3.1690
C -1.2290 -2.9287 5.2777
O -8.1035 -1.4068 2.3913
C 0.6850 -0.7840 0.5409
H -1.3431 5.2661 -7.1195
C -7.8765 -3.0438 -0.7231
O 6.4057 -3.1237 -1.1269
C 2.4029 -7.1633 -0.1145
C -3.5529 -2.6961 5.6443
O -1.8851 -3.8429 4.4542
C 7.6183 -0.5863 6.4469
H -2.3289 5.5875 -5.7951
H 6.4432 5.5107 -1.2431
O -3.2286 -6.7149 -1.3795
O -3.1353 6.0954 -0.1648
H -7.9219 -4.1323 -0.7596
H 6.8125 -0.3330 3.4613
C -3.2964 4.3714 -7.4346
C 2.3205 4.4835 5.7390
H -2.9432 4.4248 -8.4645
C -8.2575 3.8651 -4.0870
H -0.2296 -1.4973 -1.8774
H 5.9968 7.6803 -1.5139
H 3.5595 -5.6805 1.0159
H 0.4901 8.2322 -0.0147
O -2.6034 2.5236 -6.1187
O -7.5135 2.0543 -2.7912
O 7.9532 -0.0074 7.4522
H -5.8883 -3.4332 -0.1573
C 7.4438 6.5513 -3.8238
O 4.3288 -7.1938 2.8604
H 1.3699 4.8375 6.1379
H 6.4573 4.7234 -4.0401
O 1.1252 1.6624 0.0209
H -4.3765 -2.8786 6.3347
C 2.0991 -8.5581 0.4873
H -0.7842 -2.3979 0.2459
C -6.5323 -2.6074 -0.4596
O -6.6037 -1.9244 0.8168
C 2.6924 -6.3231 1.1687
H -3.8088 -1.7600 5.1480
H 6.2755 -2.4275 -3.8697
O -3.6012 -8.1935 0.2478
H 2.3278 5.9885 4.2225
O -1.4778 6.6801 -1.5127
C -0.9386 6.6065 0.7754
O 2.8567 -8.5856 1.7428
H 1.8031 -5.8575 1.5935
H -5.8715 -10.2339 -0.5835
H -7.0708 5.0180 -2.6723
O 8.3415 6.7240 -4.6073
H -8.2260 -2.6338 -1.6706
C 6.3480 -2.1364 -1.7887
C -1.9650 6.4431 -0.2901
H -4.2088 4.9633 -7.3632
H 4.7550 4.1681 4.3846
H 0.0335 8.0095 -2.0507
C -0.0932 7.0757 -1.5030
H -9.0477 4.5688 -3.8254
H 4.7871 -0.1419 -3.0112
C -0.8316 -0.8579 -1.2318
C 3.3348 -7.3445 2.0938
C -4.4749 -9.2000 0.6079
C -7.8066 -1.9167 1.3336
C 3.0049 5.3314 4.7683
C 7.2929 -2.0843 4.7036
C -3.1789 -3.7934 4.6281
H -2.1060 -1.4524 6.6220
C -8.5762 2.5017 -3.5741
O -3.9425 -4.4886 3.9941

SMILES: O=C1CCCO1.O=C1CCCO1.O=C1CCCO1.O=C1CCCO1.O=C1CCCO1.O=C1CCCO1.O=C1CCCO1.O=C1CCCO1.O=C1CCCO1.O=C1CCCO1.O=C1CCCO1.O=C1CCCO1
Energy above the lowest of the compared OMol25 structures with the same formula, charge and spin, kcal per mole: 165.74
M, g/mol: 1033.1
Largest force on an atom, eV/Å: 5.336
E_HOMO, eV: -9.7
Gap between HOMO and LUMO, eV: 9.43

Here are the Löwdin charges for atoms 1 to 8, given in e: H 0.11; H 0.13; H 0.13; O 0.05; H 0.14; H 0.12; H 0.12; H 0.12

***

Here is C7H5BrP2 in the gas phase at a distorted geometry from the OMol25 dataset. Energies are from wB97M-V/def2-TZVPD.

Atoms and positions in Å:
C 2.3060 0.9835 0.5708
C -0.4905 -2.0123 0.2566
C 0.2863 1.4692 -0.6950
H 3.1756 1.2820 0.9576
Br -3.3488 0.6232 0.6009
C -0.2591 0.2416 -0.5263
H -0.2794 2.2725 -1.2732
C 0.3289 -0.7882 0.2489
P 1.8713 -0.6313 1.0518
H 1.6006 2.8424 -0.1537
H -0.2808 -3.0488 0.6223
P -2.1612 -0.3446 -1.0514
C -1.7346 -1.9245 -0.2332
H -2.4583 -2.8263 -0.3470
C 1.4440 1.8616 -0.0292

SMILES: Brp1ccc2pcccc21
Energy above the lowest of the compared OMol25 structures with the same formula, charge and spin, kcal per mole: 0.00
M, g/mol: 231.0
Largest force on an atom, eV/Å: 3.912
E_HOMO, eV: -8.8
Gap between HOMO and LUMO, eV: 8.14

Here are the Löwdin charges for atoms 1 to 8, given in e: C -0.35; C -0.23; C -0.14; H -0.01; Br 0.18; C -0.37; H 0.13; C -0.53

***

Here is a molecular structure, C24H36N2SiZn at a distorted geometry from the OMol25 dataset. Energies are from wB97M-V/def2-TZVPD.

Atoms and positions in Å:
H 0.5016 -2.2745 -2.8841
H 0.9437 -3.0324 2.0787
C 2.4352 -0.0116 1.5088
H 1.7681 0.5571 2.1833
H -0.4861 2.7188 0.3229
C -2.8994 -1.1282 0.7191
C 1.4578 -2.1205 2.4111
H 4.1982 0.7573 -4.3021
C -1.4453 -0.5054 4.2814
H -1.6706 -1.0880 5.1926
H 2.6016 1.4708 -2.5262
H -3.1002 -1.9083 -0.0345
H 2.1794 -3.0292 -4.5917
C 2.6640 -2.1337 0.2815
H -1.0153 -3.2838 2.4836
H 2.0942 -3.0102 -0.0652
C -1.4290 -2.6532 3.2672
H 2.9197 -1.5239 -0.6087
C -1.9525 1.8625 -5.3356
C -1.0258 1.3081 -4.4484
H -1.6345 2.9295 4.5375
C 1.4174 -0.3025 -2.6498
H 3.5999 -2.4727 0.7596
H -1.3087 -3.1609 4.2322
C 0.7557 2.9687 2.1887
C -1.3791 1.0806 -3.0957
C -2.7307 1.2328 -2.7128
H 3.4542 -0.0963 1.9360
C 2.2558 -2.0400 -4.1448
H 3.8968 -1.4374 -5.4488
C -1.0305 2.8867 3.6364
C 3.2594 -1.1752 -4.5985
H -2.3950 -0.1258 3.8827
H -3.3264 -1.4848 1.6614
H 2.4839 0.5710 0.5435
H 0.8453 -1.9365 4.4316
C 3.4182 0.0669 -3.9839
C -0.4211 2.7802 1.4111
H 1.0561 3.1891 4.3875
H -2.4959 -2.5196 3.0884
C -3.2681 2.1023 -4.9203
C 0.3805 3.0401 3.5565
H -1.6613 2.1116 -6.3541
H -3.0288 0.9539 -1.7048
H -3.9940 2.5398 -5.6028
C 0.6450 -1.3859 3.4826
C 2.5276 0.4907 -2.9967
N -0.7886 -1.3543 3.3007
H -4.6995 1.8693 -3.3190
N 1.8331 -1.3462 1.2295
Si 0.0686 0.8028 -1.9486
C 1.3236 -1.6148 -3.1776
H -0.8294 0.3562 4.5611
H -1.8596 -0.7656 0.7466
H -3.4677 -0.2125 0.5612
C -1.5328 2.7444 2.3103
H 0.4329 2.2279 -1.5588
H -2.5784 2.6719 2.0186
H 1.0144 -0.3614 3.6523
H 2.3983 -2.4452 2.8921
H -0.0285 1.0614 -4.8250
C -3.6597 1.7513 -3.6243
Zn 0.5622 -0.2844 -0.0594
H 1.7499 3.1214 1.7836

M, g/mol: 446.0
Largest force on an atom, eV/Å: 2.185
E_HOMO, eV: -5.6
Gap between HOMO and LUMO, eV: 5.37

Here are the Löwdin charges for atoms 1 to 8, given in e: H 0.11; H 0.11; C -0.10; H 0.06; H 0.01; C -0.05; C -0.17; H 0.11

***

Here is 2 unconnected molecules or ions with the total composition C3H8Cl2NO2P at a distorted geometry from the OMol25 dataset. Energies are from wB97M-V/def2-TZVPD.

Atoms and positions in Å:
P -0.1223 1.5685 -0.0491
H 0.3798 1.6553 -2.3265
O -0.6936 0.6288 0.9540
H 2.8696 1.5905 1.3230
O 1.4768 1.3761 -0.1422
H -2.2440 1.6623 -2.4575
Cl -2.0863 -2.3592 2.7783
H 1.6349 0.3876 1.6109
Cl 0.2161 -3.9921 2.8039
C -1.5253 0.8246 -2.2649
C -0.7189 -2.8841 1.9466
H -2.0465 0.0542 -1.5222
H -0.6926 -2.9587 0.9355
N -0.2660 1.0566 -1.7004
C 2.2644 0.8734 0.9244
H -1.5042 0.3537 -3.2693
H 3.0581 0.1623 0.4556

M, g/mol: 192.0
Largest force on an atom, eV/Å: 4.227
E_HOMO (spin up / spin down), eV: -8.0 / -9.9
Spin multiplicity: 3
Gap between HOMO and LUMO (spin up / spin down), eV: 8.86 / 8.19

Here are the Löwdin charges for atoms 1 to 8, given in e: P 0.70; H 0.13; O -0.37; H 0.04; O -0.35; H 0.08; Cl 0.57; H 0.05

***

Here is a molecular structure, C40H49As2ClN6O4S3SbSc at a distorted geometry from the OMol25 dataset. Energies are from wB97M-V/def2-TZVPD.

Atoms and positions in Å:
H 0.6672 -4.7744 -5.5135
H 0.2220 3.5791 -4.6358
C 3.5564 2.1145 -1.2275
H -4.6579 0.3963 0.8544
C 1.6431 -6.1699 -4.2134
H -3.8431 -0.2648 -5.1363
H -1.2548 5.3598 -3.0311
H -0.5970 1.7841 5.8939
H -1.3933 0.1031 -5.5021
H 4.6961 3.1285 1.2336
C -1.8526 0.2888 -4.5441
Sb 0.5066 -2.9100 -0.7577
H 1.2069 -1.7470 5.5506
C -3.2056 0.0740 -4.3354
H -4.8708 -0.4417 -0.6756
C 2.7457 6.7027 0.4344
H 3.6981 -0.0180 4.0090
C -4.1696 -4.1642 -1.6570
H -1.4541 -5.2574 0.0342
N -2.6691 1.9597 -0.0974
H 2.9110 -4.2710 0.7731
H -1.9094 -1.7333 -2.3261
H -0.4284 -0.6287 6.8874
Sc -0.0511 1.4348 -0.2304
H -1.1147 -3.3692 1.9225
C -3.6417 -3.0039 -2.1996
C -3.3995 1.1058 -0.7276
N -0.0451 0.9933 5.6098
C -1.0916 0.7711 -3.4876
C 1.2665 6.1838 -1.3690
O -0.9278 0.7695 1.6284
C 2.1069 -4.3397 1.4947
S 0.8040 2.3126 3.4584
C 0.0401 -4.4899 3.3443
H 3.2201 -5.5332 2.8773
O 1.0406 0.2996 -1.2977
O 0.8270 -0.7065 1.1786
H -0.0336 0.9813 -3.6242
C 2.8569 5.3546 0.7273
H 1.9143 3.4104 -4.1200
H -4.7876 0.1803 -2.8926
C 1.2482 -5.1178 3.6024
C 0.9687 3.9135 -3.9087
H -4.2369 -2.3851 -2.8548
H -2.1716 3.8892 -2.6584
C 2.1924 4.3991 -0.0339
C -3.7344 0.3147 -3.0788
C -0.1501 -3.8136 2.1479
H -2.0847 4.6383 3.2702
Cl -0.6195 -0.6303 1.3167
H -3.5583 3.7218 3.2794
H -5.5331 1.1851 -0.4626
C 0.3977 0.0224 6.5931
C -4.6899 0.5318 -0.2278
H 2.4765 0.3012 2.7423
H 1.3714 -5.6824 4.5135
N -2.6922 3.9666 2.8268
C -2.0725 -4.6144 -0.5774
H 2.5429 -7.3610 -2.6829
C 2.2814 -5.0382 2.6816
H 3.2823 7.4249 1.0297
H -1.6831 4.9874 -1.3504
H -3.7684 -5.9055 -0.4701
C -1.5656 -3.4279 -1.0848
H 2.6328 -1.3238 3.4323
H -0.7645 -4.5410 4.0636
H 0.6355 6.5211 -2.1836
H 0.7857 0.5178 7.4899
C 2.0458 -6.4339 -2.9156
S 1.4400 -1.0447 -1.9967
C -1.3806 4.5562 -2.3041
H 4.2895 1.4593 1.6910
H 1.8788 8.1704 -0.8557
H 3.4640 5.0435 1.5676
C 3.8998 2.4815 1.6151
S -0.7977 3.8520 1.0365
O -1.1760 -0.7779 -0.0440
N -3.0645 2.5181 1.0587
C 2.6890 -0.2569 3.6594
N 1.7082 0.0806 4.6476
H 1.8286 -6.8953 -4.9899
As 0.2806 3.5189 -2.0764
C -2.2566 3.4129 1.6942
C 1.1641 -4.3312 -2.2007
H 4.3728 2.8441 -1.2688
H 2.4317 -0.7938 6.4145
H 1.1134 4.9914 -4.0190
C 1.9582 7.1206 -0.6234
C 1.3697 4.8244 -1.0872
H -3.9481 2.2474 1.4895
C 1.8013 -5.5187 -1.9037
C -3.3794 -4.9788 -0.8625
C 0.8348 1.0970 4.5815
C 1.5055 -0.7303 5.8364
H -5.1933 -4.4358 -1.8581
As 2.4006 2.4800 0.3280
H 3.9794 1.1104 -1.1276
C -2.8905 0.7659 -2.0643
H 2.9828 2.1628 -2.1584
N -1.5848 1.0055 -2.2757
C -2.3366 -2.6399 -1.9194
C 0.7548 -4.0668 -3.4999
C 0.9939 -4.9821 -4.5074
C 0.8826 -3.7494 1.2237
H 3.5671 2.8095 2.6049
H 2.1073 -5.7387 -0.8924
H 0.2423 -3.1376 -3.7231

M, g/mol: 1126.1
Largest force on an atom, eV/Å: 2.633
E_HOMO, eV: -12.2
Gap between HOMO and LUMO, eV: 7.05
Net charge: +2

Here are the Löwdin charges for atoms 1 to 8, given in e: H 0.11; H 0.03; C -0.27; H 0.09; C -0.06; H 0.13; H 0.04; H 0.13

***

Here is C5H6ClNO in the gas phase at a distorted geometry from the OMol25 dataset. Energies are from wB97M-V/def2-TZVPD.

Atoms and positions in Å:
C 0.3782 -1.5180 0.2494
C 0.0346 0.8263 -0.0238
Cl -2.6895 0.9838 -0.2892
H 1.2040 2.5814 -0.0557
C 1.0925 -0.2263 -0.2422
H 1.3382 -0.3591 -1.2253
H 2.0626 -0.1701 0.1732
H -0.5548 2.7320 0.2066
C 0.2588 2.1273 0.1665
C -1.0954 -1.2087 0.0634
N -1.2220 0.1858 0.0298
H 0.5292 -1.4128 1.2580
H 0.6347 -2.5247 -0.2108
O -1.9712 -2.0168 -0.0998

SMILES: C=C1CCC(=O)N1Cl
Energy above the lowest of the compared OMol25 structures with the same formula, charge and spin, kcal per mole: 44.11
M, g/mol: 131.6
Largest force on an atom, eV/Å: 3.089
E_HOMO, eV: -9.0
Gap between HOMO and LUMO, eV: 9.61

Here are the Löwdin charges for atoms 1 to 8, given in e: C -0.06; C -0.34; Cl 0.76; H 0.07; C -0.10; H 0.09; H 0.11; H 0.00

***

- What is the formula in the fourth record?
  C24H36N2SiZn